[1]
The ion C5H13N3S4 with charge +2. Source: the Open Molecules 2025 dataset; level of theory: ωB97M-V with the def2-TZVPD basis set.

Geometry as ORCA input:
```
! RIJCOSX wB97M-V def2-TZVPD def2/J DEFGRID3
* xyz 2 1
S -3.5954 1.2633 3.8940
S 0.4967 1.0114 -2.2704
S -1.1195 1.6588 2.1876
S -1.9602 -1.0571 3.8246
N 0.9499 -0.9362 -0.5019
N -2.2787 0.4027 3.3445
N -0.0945 3.2450 1.2121
C 0.4146 -0.8103 -1.9088
C 0.2931 -0.0629 0.3646
C -0.3453 0.5577 1.1836
C 1.2328 -1.6227 -2.8852
C 0.8903 -2.3194 0.0347
H -3.3292 2.3905 3.1929
H 1.5331 -2.9774 -0.5450
H 1.2266 -2.3222 1.0708
H 0.9243 -1.3902 -3.9030
H 2.2943 -1.3896 -2.8055
H 1.9424 -0.6544 -0.5468
H -0.1352 -2.6851 -0.0058
H -0.2690 3.2554 0.2097
H -0.4821 4.0939 1.6217
H 0.0564 0.9278 -3.5170
H -0.6357 -1.1135 -1.8903
H 1.0837 -2.6921 -2.7519
H 0.9063 3.2261 1.3907
*
```

- E_HOMO: -0.583 hartree
- Energy: -53185.888 eV
- Kohn-Sham gap: 7.4 eV
- ΔE to the lowest compared entry with this formula, charge and spin: 90.9 kJ/mol

=====

[2]
A cluster of 2 separate species, C5H13N4 in total. Source: the Open Molecules 2025 dataset; level of theory: ωB97M-V with the def2-TZVPD basis set.

Geometry as ORCA input:
```
! RIJCOSX wB97M-V def2-TZVPD def2/J DEFGRID3
* xyz 1 1
N 1.2336 -0.9157 2.5341
N -0.7129 -1.7163 1.3834
N -1.2242 2.2517 -0.6458
N -0.4070 -0.4861 -1.3045
C -0.9990 -1.4991 -0.7370
C 0.3303 -0.4222 -2.4805
C 2.5859 -0.8996 2.7602
C -1.7749 -1.3208 0.4825
C 0.3124 -1.1798 1.8136
H -1.4564 2.6403 -1.4781
H -1.9826 -0.2669 0.7522
H 0.8101 -1.3839 -2.5939
H 1.0617 0.2920 -2.2897
H -0.9332 -2.5371 -1.0028
H -0.2585 -0.2856 -3.4096
H -2.6001 -1.9821 0.4711
H 3.1259 -1.7410 3.2562
H -0.6637 0.4395 -1.0221
H -0.5570 2.8577 -0.2824
H -2.1128 2.3628 -0.1830
H 2.6317 -0.0618 3.5720
H 3.1094 -0.7373 1.8849
*
```

- E_HOMO: -0.472 hartree
- Energy: -11347.292 eV
- Kohn-Sham gap: 8.8 eV
- ΔE to the lowest compared entry with this formula, charge and spin: 272.0 kJ/mol

=====

[3]
A cluster of 2 separate species, C5H13N4 in total. Source: the Open Molecules 2025 dataset; level of theory: ωB97M-V with the def2-TZVPD basis set.

Geometry as ORCA input:
```
! RIJCOSX wB97M-V def2-TZVPD def2/J DEFGRID3
* xyz 1 1
N -1.0520 -0.4190 0.1900
N -0.6157 -0.9014 1.3512
N -2.6545 0.4767 -1.2627
N 0.8435 1.1278 -0.6853
C 1.2109 -1.8589 2.5920
C 1.2814 2.0877 -0.0262
C -2.3085 -0.2405 -0.1636
C 1.3521 0.8175 -1.9893
C 0.6786 -1.5049 1.4081
H -3.4605 0.1807 -1.7996
H -0.1685 0.1962 -0.3525
H 1.1056 2.1379 1.0798
H -2.0378 0.8743 -1.9216
H -3.0346 -0.9920 0.2446
H 0.4967 -1.8137 3.3340
H -1.3441 -1.2824 1.9862
H 2.3114 0.2913 -1.8150
H 1.9260 3.0110 -0.4263
H 0.6495 0.1001 -2.3624
H 1.5205 1.7333 -2.5696
H 2.1417 -2.3205 2.8575
H 1.1582 -1.7012 0.3308
*
```

- E_HOMO: -0.430 hartree
- Energy: -11346.392 eV
- Kohn-Sham gap: 8.7 eV
- ΔE to the lowest compared entry with this formula, charge and spin: 358.9 kJ/mol

=====

[4]
A cluster of 2 separate species, C5H13NO in total. Source: the Open Molecules 2025 dataset; level of theory: ωB97M-V with the def2-TZVPD basis set.

Geometry as ORCA input:
```
! RIJCOSX wB97M-V def2-TZVPD def2/J DEFGRID3
* xyz -1 2
O 2.6367 -1.5167 -2.7382
N -0.2776 2.5486 1.4285
C -1.8197 0.0183 1.5466
C -0.5276 0.2410 0.8042
C 0.0182 -0.9676 0.0885
C -0.7608 -1.3257 -1.1909
C 0.1579 1.3739 0.7889
H -1.1575 -2.3396 -1.1546
H -0.0927 -1.2105 -2.0511
H 0.0882 -1.7931 0.8048
H -1.2532 2.7856 1.5169
H 1.0168 1.4379 0.1221
H 3.5498 -1.7819 -2.5254
H -2.3437 -0.8410 1.1425
H 0.3302 3.1145 1.9902
H -1.6084 -0.2664 2.5818
H 1.0420 -0.7096 -0.1882
H -2.4390 0.9112 1.5494
H -1.5650 -0.6022 -1.2981
H 2.5875 -0.6655 -2.2560
*
```

- E_HOMO (spin up / spin down): 0.039 / -0.179 hartree
- Energy: -8931.572 eV
- Kohn-Sham gap (spin up / spin down): 2.5 / 8.3 eV
- ΔE to the lowest compared entry with this formula, charge and spin: 114.7 kJ/mol

=====

[5]
A cluster of 2 separate species, C5H13NO in total. Source: the Open Molecules 2025 dataset; level of theory: ωB97M-V with the def2-TZVPD basis set.

Geometry as ORCA input:
```
! RIJCOSX wB97M-V def2-TZVPD def2/J DEFGRID3
* xyz -1 2
O -2.2000 3.8112 -2.5688
N 2.0362 -1.7630 0.0109
C 0.0117 -2.5278 -1.3684
C 0.6752 -1.6249 -0.2510
C -0.0243 -0.5601 0.2143
C 0.4836 0.2390 1.3930
C -0.3665 1.1852 2.2837
H 1.3341 0.8932 1.0321
H -2.2474 4.4340 -1.8456
H 1.0304 -0.4019 2.0829
H -0.6461 0.1554 -0.3204
H 0.4591 1.6345 2.8120
H 0.2719 -2.3702 -2.4154
H 2.4732 -2.4572 -0.5940
H 2.4574 -0.7744 -0.0235
H -1.0487 -2.3401 -1.2264
H -1.1771 0.6277 2.7515
H -0.8392 2.0365 1.7421
H -3.0291 3.3358 -2.6823
H 0.3455 -3.5328 -1.0266
*
```

- E_HOMO (spin up / spin down): 0.048 / -0.176 hartree
- Energy: -8930.151 eV
- Kohn-Sham gap (spin up / spin down): 2.2 / 8.2 eV
- ΔE to the lowest compared entry with this formula, charge and spin: 251.8 kJ/mol

=====

[6]
A cluster of 2 separate species, C5H13NO in total. Source: the Open Molecules 2025 dataset; level of theory: ωB97M-V with the def2-TZVPD basis set.

Geometry as ORCA input:
```
! RIJCOSX wB97M-V def2-TZVPD def2/J DEFGRID3
* xyz -1 2
O 0.7083 0.1739 -6.1915
N 0.2241 1.4931 0.4383
C 1.4715 1.8129 -0.1980
C -1.4644 -1.6166 2.8370
C -0.4831 0.3387 -0.1402
C -0.5035 -0.8806 0.5764
C -0.3147 -0.9875 2.0674
H -1.2036 -1.7475 3.8983
H 1.3960 2.0961 -1.2700
H 1.9692 2.6336 0.3115
H -0.4193 2.2707 0.4758
H 2.1047 0.9202 -0.1442
H 0.1427 0.5137 -5.4760
H -0.9653 -1.7417 0.0971
H -2.3637 -1.0191 2.6400
H -0.2841 0.3058 -1.2222
H 1.1552 -0.5748 -5.7671
H -1.7014 -2.5790 2.4123
H -0.1242 0.0627 2.3657
H 0.6556 -1.4746 2.2894
*
```

- E_HOMO (spin up / spin down): 0.038 / -0.107 hartree
- Energy: -8930.475 eV
- Kohn-Sham gap (spin up / spin down): 2.4 / 6.2 eV
- ΔE to the lowest compared entry with this formula, charge and spin: 220.5 kJ/mol